No. 1
{"formula": "C20H26FN5O3", "method": "ωB97M-V with the def2-TZVPD basis set", "smiles": "C[C@@H]1CN(C(=O)c2n[nH]cc2-c2ccncc2)CC[C@@H]1N(C)C(=O)COCCF", "de_lowest_kcal_mol": 20.7, "total_energy_ev": -37472.219, "homo_lumo_gap_ev": 9.6, "lumo_ha": 0.0169, "symbols": ["C", "C", "C", "N", "C", "O", "C", "N", "N", "C", "C", "C", "C", "C", "N", "C", "C", "C", "C", "C", "N", "C", "C", "O", "C", "O", "C", "C", "F", "H", "H", "H", "H", "H", "H", "H", "H", "H", "H", "H", "H", "H", "H", "H", "H", "H", "H", "H", "H", "H", "H", "H", "H", "H", "H"], "coordinates": [[0.36004, 1.82520, 2.79625], [-0.09766, 1.06077, 1.56129], [0.13401, -0.43192, 1.76997], [-0.36837, -1.17851, 0.62270], [-1.55462, -1.82444, 0.71629], [-2.18258, -1.93212, 1.75771], [-2.11640, -2.38913, -0.55635], [-1.91999, -3.64946, -0.89178], [-2.59211, -3.79918, -2.04229], [-3.20317, -2.67061, -2.44914], [-2.91958, -1.70846, -1.50620], [-3.29130, -0.28880, -1.49587], [-3.33044, 0.45787, -2.67052], [-3.61691, 1.81187, -2.60194], [-3.85553, 2.46140, -1.46484], [-3.83337, 1.73909, -0.34642], [-3.56629, 0.37918, -0.30461], [0.32330, -0.87686, -0.61915], [0.24415, 0.62076, -0.93309], [0.50187, 1.59317, 0.23287], [1.85552, 2.18521, 0.34353], [1.87751, 3.60154, 0.72829], [3.09557, 1.73142, 0.00568], [4.05455, 2.49098, 0.03205], [3.37831, 0.29365, -0.40046], [3.12967, -0.58382, 0.67780], [3.72470, -1.84811, 0.47465], [3.33012, -2.77231, 1.59255], [3.89636, -2.35282, 2.78696], [1.44233, 1.74458, 2.91830], [0.10020, 2.88221, 2.75201], [-0.11189, 1.40687, 3.68609], [-1.18207, 1.18424, 1.45255], [1.19739, -0.63375, 1.88851], [-0.39819, -0.77189, 2.65450], [-2.61303, -4.70444, -2.47677], [-3.79979, -2.63241, -3.34516], [-3.10914, -0.00005, -3.62633], [-3.64308, 2.40737, -3.50808], [-4.04273, 2.27596, 0.57275], [-3.57761, -0.14988, 0.63970], [1.34971, -1.21895, -0.51761], [-0.12478, -1.44035, -1.43525], [0.88609, 0.86935, -1.78020], [-0.77813, 0.81706, -1.26498], [-0.10463, 2.46436, -0.01873], [2.43302, 3.74697, 1.65456], [2.36915, 4.19370, -0.04257], [0.85917, 3.95115, 0.86421], [2.81275, -0.01276, -1.28888], [4.43933, 0.28880, -0.65794], [3.38810, -2.28993, -0.47549], [4.81592, -1.74958, 0.43455], [2.24619, -2.79229, 1.72193], [3.68831, -3.78195, 1.38238]], "forces_ev_per_a": [[0.0282, -0.0031, -0.0123], [0.0048, -0.0089, 0.0413], [-0.0158, 0.0139, -0.0526], [0.0500, 0.0314, 0.0100], [-0.0339, 0.0064, 0.0500], [0.0088, -0.0066, -0.0178], [-0.0126, -0.0319, -0.0353], [0.0098, 0.0118, 0.0004], [0.0022, -0.0186, 0.0206], [-0.0057, 0.0225, -0.0212], [0.0283, 0.0094, 0.0524], [-0.0081, -0.0182, -0.0116], [-0.0014, 0.0203, -0.0018], [-0.0015, -0.0139, -0.0059], [-0.0023, 0.0016, 0.0049], [0.0029, -0.0060, 0.0011], [-0.0047, 0.0157, -0.0053], [-0.0124, -0.0083, -0.0899], [0.0283, -0.0688, -0.0072], [-0.0259, 0.0230, 0.0011], [0.0071, 0.0298, -0.0258], [0.0079, 0.0015, -0.0056], [0.0194, 0.0115, 0.0373], [-0.0100, -0.0119, 0.0189], [0.0016, -0.0728, -0.0085], [0.0184, 0.0400, 0.0239], [0.0257, -0.0119, 0.0049], [-0.0120, 0.0027, -0.0123], [0.0021, -0.0005, 0.0087], [-0.0197, 0.0066, 0.0202], [-0.0091, 0.0057, -0.0174], [-0.0003, -0.0080, 0.0030], [0.0027, 0.0091, -0.0033], [0.0271, -0.0273, 0.0127], [-0.0033, -0.0143, -0.0044], [-0.0129, 0.0076, -0.0125], [0.0019, -0.0107, -0.0011], [0.0025, -0.0077, 0.0033], [0.0007, 0.0049, 0.0037], [-0.0009, 0.0032, -0.0035], [0.0056, -0.0090, -0.0028], [-0.0144, 0.0146, 0.0168], [-0.0253, 0.0081, 0.0168], [0.0061, 0.0039, 0.0062], [-0.0121, 0.0104, 0.0299], [0.0132, 0.0061, -0.0140], [0.0029, -0.0062, -0.0067], [-0.0200, 0.0016, -0.0121], [-0.0052, 0.0013, 0.0169], [-0.0172, 0.0163, -0.0106], [-0.0016, 0.0070, -0.0012], [-0.0084, 0.0021, -0.0001], [-0.0044, 0.0036, -0.0050], [-0.0112, 0.0115, -0.0001], [0.0039, -0.0003, 0.0025]], "mulliken_charge": [-2.028, 1.369, -1.459, 0.375, -0.215, -0.660, 0.260, -0.859, 0.095, -1.003, 0.913, 0.740, -0.380, -0.475, -0.660, -0.404, 0.103, 0.174, -0.650, -0.429, 0.144, -1.311, 0.488, -0.698, -0.530, -0.261, -0.525, -0.163, -0.300, 0.334, 0.413, 0.513, 0.027, 0.022, 0.674, 0.153, 0.513, 0.418, 0.378, 0.423, 0.537, -0.915, 0.599, 0.612, -0.097, 0.511, 0.378, 0.356, 0.440, 0.360, 0.523, 0.360, 0.416, 0.086, 0.315]}

=====

No. 2
{"formula": "C20H26N12SV", "method": "ωB97M-V with the def2-TZVPD basis set", "de_lowest_kcal_mol": 0.0, "total_energy_ev": -75553.188, "charge": 2, "s_squared": 0.75, "homo_lumo_gap_ev": [6.9, 6.3], "lumo_ha": [-0.1935, -0.1970], "spin_multiplicity": 2, "symbols": ["V", "C", "N", "C", "C", "N", "C", "S", "C", "C", "C", "C", "C", "N", "H", "H", "H", "H", "H", "H", "H", "H", "H", "N", "N", "N", "C", "N", "N", "H", "H", "H", "C", "C", "C", "C", "N", "N", "C", "H", "H", "H", "H", "H", "H", "H", "H", "N", "C", "C", "C", "C", "C", "N", "H", "H", "H", "H", "H", "H"], "coordinates": [[-0.14144, 0.62000, 0.26234], [1.59428, -0.82613, 4.89522], [0.99957, -1.59726, 3.81587], [1.09905, -2.96220, 3.63910], [0.37895, -3.28533, 2.55360], [-0.17443, -2.10498, 2.05222], [0.22600, -1.06561, 2.85078], [-0.12688, 0.57668, 2.70131], [-1.17395, -2.07977, 1.04256], [-1.95259, -3.21772, 0.86870], [-2.91005, -3.24148, -0.12724], [-3.09872, -2.09289, -0.88246], [-2.31233, -0.99462, -0.62376], [-1.32044, -0.97427, 0.29438], [2.33098, -1.44191, 5.40298], [0.82724, -0.51700, 5.60386], [2.07226, 0.06394, 4.49268], [1.67761, -3.58845, 4.29567], [0.25524, -4.24117, 2.07951], [-1.82898, -4.06818, 1.52143], [-3.50728, -4.12685, -0.29399], [-3.85665, -2.04787, -1.65107], [-2.46073, -0.08563, -1.19009], [-3.60966, 4.54568, -0.83744], [-2.95441, 3.61109, -0.11532], [-3.22839, 3.40158, 1.14393], [-2.44227, 2.37508, 1.42862], [-1.72739, 1.98650, 0.36107], [-2.08060, 2.79621, -0.63213], [-4.02759, 5.25287, -0.25204], [-3.10857, 4.87486, -1.64633], [-2.41109, 1.92558, 2.40467], [-0.73861, 2.10274, -4.98862], [-0.33108, 1.15048, -3.92041], [0.12642, -0.15044, -3.96857], [0.32245, -0.54669, -2.64007], [0.00315, 0.45210, -1.80543], [-0.38038, 1.47356, -2.61633], [0.82610, -1.87325, -2.18410], [-0.55878, 1.66886, -5.96824], [-0.17637, 3.03417, -4.91401], [-1.80073, 2.34040, -4.91037], [0.30006, -0.74872, -4.84715], [-0.77258, 2.30819, -2.21038], [0.72418, -2.59846, -2.98813], [0.27264, -2.23251, -1.31624], [1.88369, -1.81488, -1.92421], [1.33052, 2.26140, 0.33309], [2.32677, 1.22772, 0.34926], [3.69176, 1.43284, 0.32157], [4.51934, 0.32228, 0.40921], [3.94621, -0.93600, 0.53298], [2.56901, -1.05097, 0.51965], [1.76652, 0.01327, 0.40756], [1.60512, 3.04441, -0.24697], [1.19380, 2.61388, 1.27773], [4.09523, 2.43400, 0.24916], [5.59402, 0.44219, 0.39144], [4.56120, -1.82019, 0.62375], [2.09364, -2.02116, 0.57524]], "forces_ev_per_a": [[-0.5983, 0.9478, 0.0228], [0.0789, 0.1174, 0.2092], [-0.2315, 0.0199, -0.2940], [0.0028, -0.1032, 0.0062], [0.1066, -0.0834, -0.0013], [0.2076, 0.1457, 0.1872], [0.1434, -0.3317, 0.1383], [-0.3072, 0.3616, 0.2568], [-0.3288, -0.0489, -0.1920], [0.0232, 0.0029, 0.0690], [0.0804, 0.1444, -0.0153], [-0.0704, -0.1296, 0.0542], [-0.0973, 0.0072, -0.0259], [-0.7766, -1.8882, 0.2439], [-0.0150, -0.0298, -0.0293], [-0.0012, -0.0291, -0.0203], [0.0118, -0.0332, -0.0459], [0.0178, 0.0374, -0.0036], [-0.0637, 0.0286, -0.0291], [0.0125, 0.0037, 0.0110], [-0.0219, 0.0067, 0.0323], [0.0188, 0.0492, -0.0095], [0.0691, 0.0325, 0.0239], [-0.6241, 0.0866, -0.4245], [0.4732, -0.3564, 0.1142], [-0.0802, 0.1114, 0.0453], [-0.1633, -0.0203, -0.0776], [-0.6712, 0.6322, 0.2984], [-0.1423, 0.3197, -0.0744], [0.0961, 0.0259, 0.1341], [0.2446, -0.0062, 0.0734], [0.0701, -0.0671, -0.0373], [-0.0165, 0.0289, 0.0220], [-0.0233, 0.0262, 0.2274], [0.0785, -0.1344, 0.0515], [-0.0198, 0.0370, -0.2276], [-0.0389, 0.2458, -0.4407], [0.0919, 0.0036, -0.4433], [-0.0123, 0.0707, 0.0375], [0.0046, 0.0090, -0.0044], [0.0077, -0.0128, -0.0397], [0.0051, -0.0124, -0.0266], [-0.0057, 0.0438, -0.0143], [-0.0553, 0.0100, 0.0940], [-0.0175, -0.0228, 0.0122], [0.0327, -0.0243, 0.0026], [-0.0042, -0.0265, -0.0097], [0.3389, 0.2017, 0.2635], [0.5080, -0.1318, -0.0195], [0.0472, -0.0030, 0.0150], [-0.0987, 0.0750, -0.0133], [0.0028, -0.0379, -0.0024], [0.1629, -0.0144, -0.0112], [1.6038, -0.3894, 0.0346], [-0.0770, -0.0190, -0.1885], [0.0955, 0.1303, 0.0139], [-0.0076, -0.0036, 0.0124], [-0.0001, -0.0130, 0.0127], [-0.0198, -0.0071, -0.0209], [-0.0471, 0.0166, 0.0223]], "mulliken_charge": [0.566, -0.819, 0.204, -0.699, -0.409, 0.577, -0.045, -0.643, 0.309, -0.947, -0.703, -1.049, -0.033, 0.944, 0.336, 0.342, 0.328, 0.487, 0.510, 0.550, 0.471, 0.475, 0.315, -0.544, 1.022, -0.986, -0.365, 0.602, -0.577, 0.310, 0.261, 0.519, -1.378, 0.726, -1.362, 0.620, 0.569, -0.299, -1.200, 0.375, 0.341, 0.315, 0.507, 0.325, 0.446, 0.094, 0.268, -0.224, 0.157, -0.970, -0.405, -1.093, -0.239, 0.373, 0.341, 0.277, 0.516, 0.451, 0.489, 0.673]}